# 1
Computed, not measured: a 7-piece molecular cluster, C11H36N2O7 overall, with ωB97M-V/def2-TZVPD.

Last column: natural (NBO) charge in e.
Geometry (Å):
1 C 1.5678 -0.1556 4.8195  -0.6343
2 C 2.6728 -0.1936 3.7255  -0.0576
3 O 2.1448 0.0984 2.4425  -0.7510
4 H 1.5388 0.8604 5.1445  0.2101
5 H 1.9518 -0.7396 5.6205  0.1961
6 H 0.6028 -0.6346 4.6095  0.2423
7 H 3.0428 -1.1626 3.7875  0.1410
8 H 3.4618 0.4994 3.9775  0.1772
9 H 2.8758 0.1934 1.8055  0.4947
10 C -1.9032 1.0564 -4.0435  -0.6338
11 C -2.6362 -0.0936 -3.2675  -0.0705
12 O -3.9552 -0.1326 -3.7605  -0.7164
13 H -0.9272 1.2804 -3.5875  0.2052
14 H -2.5772 1.9234 -3.8845  0.2238
15 H -1.8242 0.8074 -5.1455  0.2177
16 H -2.6782 -0.1506 -2.1795  0.1707
17 H -2.1842 -1.1036 -3.4165  0.1386
18 H -4.2332 -0.9726 -3.4895  0.4610
19 C 3.1618 2.0444 -3.1335  -0.6231
20 C 1.6778 1.9614 -3.5385  -0.0601
21 O 1.5038 1.9384 -4.9115  -0.7136
22 H 3.1758 1.9504 -1.9875  0.1923
23 H 3.5838 2.9504 -3.4205  0.2075
24 H 3.8058 1.3084 -3.5945  0.2070
25 H 1.0808 2.7604 -3.1625  0.1724
26 H 1.3198 1.0224 -3.1515  0.1502
27 H 1.2498 1.0354 -5.1015  0.4681
28 C -5.1652 -0.7236 -0.1795  -0.6406
29 C -3.8942 -1.3576 0.4295  -0.0741
30 O -4.3462 -2.4296 1.1365  -0.7210
31 H -5.7622 -1.3016 -0.9925  0.1984
32 H -4.9932 0.2184 -0.8055  0.2126
33 H -5.9192 -0.5656 0.5725  0.2053
34 H -3.2722 -0.6856 0.9785  0.2061
35 H -3.3512 -1.6946 -0.4375  0.1456
36 H -4.1722 -2.2926 2.1275  0.4670
37 C -0.4522 -2.1926 2.6595  0.7566
38 O -1.0022 -0.9556 2.8205  -0.7806
39 N 0.7848 -2.3596 2.3385  -0.8390
40 N -1.1182 -3.2606 2.9065  -0.7953
41 H 1.2918 -1.4596 2.2765  0.4430
42 H 1.2898 -3.1466 2.8315  0.3814
43 H -2.1212 -3.0776 3.2185  0.4185
44 H -0.7262 -4.1816 2.9085  0.3984
45 C -0.1512 0.9684 -0.3435  -0.2438
46 O -1.0682 0.9244 0.7195  -0.7525
47 H -0.2812 1.8694 -1.0115  0.1620
48 H -0.2732 0.1714 -1.0435  0.1500
49 H 0.8638 1.1164 -0.0075  0.1553
50 H -0.7522 0.3244 1.4255  0.5123
51 C 4.3598 1.6454 0.6475  -0.2810
52 O 4.7268 0.5444 1.5305  -0.7410
53 H 3.7608 1.0374 -0.0265  0.1733
54 H 5.2708 2.0194 0.1545  0.1851
55 H 3.7348 2.4794 1.0895  0.2124
56 H 5.2378 0.0164 0.9205  0.4700

Cartesian forces, eV/Å:
0.810 -0.056 -0.965
-1.779 0.964 0.691
-0.190 0.092 -0.469
-0.899 0.645 0.368
0.572 -0.374 1.014
0.229 0.708 -0.580
1.143 -1.961 -0.445
0.251 0.217 0.107
-0.020 -0.163 0.634
-0.863 -0.726 0.877
1.149 -0.894 -0.827
0.251 1.481 -0.643
-0.322 -0.081 -0.364
0.594 -0.241 -0.418
-0.084 0.290 1.392
0.333 1.437 0.353
0.245 0.554 -0.694
-1.370 -1.813 0.385
-1.359 -0.806 2.113
1.526 -0.807 0.522
-0.128 -0.191 -1.452
0.318 0.152 -1.644
0.618 1.918 -0.292
-0.240 -0.669 -0.002
-0.208 0.723 0.721
-0.457 -0.319 0.627
-0.037 0.028 -0.625
-0.669 1.181 -2.601
-1.614 1.256 -2.576
0.289 -2.021 4.130
1.457 -0.051 1.445
0.089 -0.792 1.322
-0.127 0.482 0.474
0.255 0.640 0.411
0.840 -0.398 -0.216
-0.442 -0.219 -2.396
-3.028 7.163 1.329
1.844 -5.015 -1.165
4.709 -0.602 -0.096
-5.095 -1.760 1.636
0.049 -0.469 -0.043
-0.778 1.367 -1.174
2.199 -0.816 -0.616
-0.111 -0.112 -0.129
-0.279 1.855 -0.449
0.051 0.184 -0.217
-0.522 -0.465 0.936
0.215 -1.143 -0.299
0.614 -0.534 0.239
-0.172 0.044 -0.130
-0.423 -0.536 -0.196
0.220 1.165 0.675
-0.409 1.188 -1.016
-0.518 0.192 0.147
0.953 -1.280 -0.018
0.319 -0.611 0.211

HOMO energy ... -0.3481 Eh
Charge ... 0

---

# 2
Computed, not measured: a 8-piece molecular cluster, C11H37NO8 overall, with ωB97M-V/def2-TZVPD.

Last column: natural (NBO) charge in e.
Geometry (Å):
1 C 18.8636 15.3202 3.9701  -0.2487
2 O 18.3990 16.6329 3.6621  -0.7230
3 H 19.2460 14.8456 3.0664  0.1876
4 H 19.6773 15.3506 4.6947  0.1591
5 H 18.0330 14.8101 4.4580  0.1643
6 H 18.4033 17.1232 4.4875  0.4607
7 C 11.5612 6.7777 7.3593  -0.2572
8 O 12.5890 7.2458 8.2587  -0.7310
9 H 10.8380 6.1059 7.8217  0.1682
10 H 10.9144 7.5738 6.9905  0.1779
11 H 11.8924 6.1977 6.4980  0.1668
12 H 12.6808 6.6802 9.0290  0.4755
13 O 15.7587 5.0635 2.8989  -0.9387
14 H 15.0935 4.4719 2.5471  0.4697
15 H 16.5532 4.8490 2.4101  0.4692
16 O 18.2400 9.4874 0.1135  -0.9340
17 H 18.0021 9.1956 0.9935  0.4679
18 H 18.6223 8.7138 -0.3008  0.4660
19 O 19.9717 9.4923 5.6757  -0.9391
20 H 19.0522 9.7581 5.6682  0.4727
21 H 20.2564 9.6383 6.5778  0.4664
22 O 15.5203 9.9571 5.2422  -0.9429
23 H 15.1585 9.2252 5.7418  0.4726
24 H 15.0195 9.9618 4.4265  0.4702
25 O 18.0603 5.1300 7.1314  -0.9381
26 H 17.4648 5.0368 6.3877  0.4698
27 H 18.2801 6.0614 7.1476  0.4682
28 C 8.7325 15.0844 4.6942  -0.6146
29 C 9.8267 14.5561 5.8070  0.1395
30 C 11.1577 15.3161 5.5369  -0.4104
31 C 12.1301 15.2299 6.7238  -0.3971
32 C 11.4491 15.7883 7.9690  -0.4022
33 C 10.1540 14.9921 8.3225  0.1253
34 N 9.2737 14.8440 7.1577  -0.2126
35 O 8.0186 14.3186 7.4589  -0.5428
36 C 10.3925 13.6222 9.0639  -0.6514
37 C 9.3751 15.9475 9.1926  -0.6037
38 C 10.0095 13.0839 5.4991  -0.6487
39 H 7.7268 14.6653 4.6636  0.2193
40 H 9.1476 15.0115 3.6890  0.1983
41 H 8.4758 16.1289 4.8710  0.2134
42 H 11.6355 15.0199 4.6030  0.2168
43 H 11.0021 16.3932 5.4751  0.2072
44 H 13.0676 15.7746 6.6118  0.2126
45 H 12.4596 14.1990 6.8529  0.1954
46 H 11.1973 16.8476 7.9183  0.2156
47 H 12.1528 15.5261 8.7590  0.2146
48 H 10.9876 12.9293 8.4691  0.2092
49 H 10.9301 13.8470 9.9850  0.2149
50 H 9.4605 13.1760 9.4109  0.2119
51 H 8.3544 15.6973 9.4820  0.2270
52 H 9.9881 16.1455 10.0718  0.1929
53 H 9.3406 16.9326 8.7272  0.2082
54 H 10.2335 12.9453 4.4414  0.2197
55 H 9.1528 12.5120 5.8556  0.1991
56 H 10.7672 12.5710 6.0916  0.2034
57 H 8.2127 13.3812 7.5305  0.4392

Cartesian forces, eV/Å:
-0.189 0.473 0.543
0.356 0.091 -0.187
-0.407 -0.042 0.060
0.218 0.021 -0.006
0.104 -0.682 -0.337
-0.084 0.135 -0.072
-0.570 -0.505 0.566
-0.599 0.062 -1.041
0.136 -0.097 0.572
0.547 0.502 0.102
0.747 0.254 -0.016
-0.244 -0.203 -0.206
-0.013 0.179 0.198
-0.206 -0.140 -0.064
0.233 -0.035 -0.107
-0.056 0.190 -0.110
-0.058 -0.025 0.258
0.116 -0.162 -0.140
0.126 -0.141 -0.147
-0.314 0.102 -0.070
0.124 0.041 0.213
0.255 0.148 0.062
-0.117 -0.201 0.194
-0.106 0.035 -0.227
0.062 -0.175 0.176
-0.172 -0.056 -0.217
0.103 0.237 0.006
0.785 0.410 1.022
-1.978 0.562 -1.460
0.224 0.757 1.128
-0.310 -0.120 -0.268
-0.141 -2.477 -0.078
-1.236 -0.248 -0.001
1.846 1.628 -1.636
0.624 -0.326 -0.472
0.382 1.298 -0.056
0.324 0.981 1.340
0.196 -0.786 0.895
0.313 -0.907 0.429
0.176 -0.096 0.039
0.563 0.266 0.163
-0.281 -0.319 -0.033
-0.608 0.097 -0.399
-0.076 0.223 -0.611
-0.171 -0.216 0.379
0.361 -0.092 -0.137
-0.110 0.741 0.502
-0.117 -0.073 0.003
0.239 -0.098 0.020
-0.116 -0.061 -0.366
0.240 -0.422 -0.058
-0.194 -0.162 0.542
-0.244 -0.125 -0.366
-0.283 -0.263 0.083
-0.590 0.044 -0.764
0.731 0.426 -0.063
-0.543 -0.646 0.222

HOMO energy ... -0.2970 Eh
Charge ... 0

---

# 3
Computed, not measured: a 8-piece molecular cluster, C11H38N13O8 overall, with ωB97M-V/def2-TZVPD.

Last column: natural (NBO) charge in e.
Geometry (Å):
1 C 0.3449 -0.8218 0.0810  -0.2209
2 O -0.3599 0.2204 -0.4510  -0.9296
3 H 1.0919 -1.2115 -0.6590  0.0726
4 H 0.9385 -0.3563 0.9128  0.0980
5 H -0.1793 -1.6910 0.5419  0.0720
6 C 3.6405 0.4164 -2.2339  0.7676
7 O 2.5658 0.9663 -2.1703  -0.5945
8 N 4.6935 0.9565 -2.9525  -0.8648
9 N 3.9589 -0.7242 -1.5227  -0.8708
10 H 5.6361 0.6472 -2.7963  0.3661
11 H 4.5799 1.9378 -3.1437  0.4032
12 H 4.8143 -1.1966 -1.7415  0.3730
13 H 3.1175 -1.1830 -1.2030  0.4159
14 C -0.5489 -5.0105 1.7171  0.7837
15 O -1.4494 -5.2873 2.4829  -0.6538
16 N -0.2341 -5.7162 0.5730  -0.8680
17 N 0.2934 -3.9273 1.8774  -0.8471
18 H 0.5801 -5.5938 0.0080  0.3947
19 H -0.8813 -6.4716 0.4308  0.4048
20 H 0.2006 -3.2317 2.5886  0.3987
21 H 1.0750 -3.9232 1.2510  0.3859
22 C -3.8664 0.7594 -1.8916  0.7694
23 O -2.9814 1.3476 -2.4741  -0.6056
24 N -5.2261 0.9199 -2.1526  -0.8743
25 N -3.5495 -0.3170 -1.0970  -0.8986
26 H -5.8324 0.2043 -1.7955  0.3664
27 H -5.4468 1.3270 -3.0420  0.3866
28 H -2.5458 -0.4909 -1.1230  0.4304
29 H -4.0839 -1.0964 -0.7504  0.4045
30 C -1.0946 -1.2803 -4.1220  0.7608
31 O -1.0216 -0.0768 -4.2094  -0.5881
32 N -1.8447 -2.0729 -4.9877  -0.8833
33 N -0.7301 -1.9420 -2.9741  -0.8815
34 H -2.3109 -2.8588 -4.5766  0.3727
35 H -2.2677 -1.5911 -5.7580  0.3929
36 H -0.8185 -2.9369 -2.9152  0.3620
37 H -0.4261 -1.3787 -2.1850  0.4509
38 C -3.4062 -2.5493 1.7042  0.7946
39 O -4.0488 -2.5310 0.6683  -0.6857
40 N -4.0092 -2.5246 2.9399  -0.8509
41 N -2.0460 -2.4584 1.7629  -0.8353
42 H -4.9907 -2.5993 3.1158  0.3990
43 H -3.4311 -2.4027 3.7513  0.3732
44 H -1.4609 -2.3985 2.5704  0.3824
45 H -1.6456 -2.6132 0.8481  0.4202
46 C -2.4027 2.8493 1.3673  0.7634
47 O -2.1229 3.4060 0.3267  -0.6210
48 N -2.0912 1.5503 1.6319  -0.8785
49 N -3.0499 3.4913 2.4176  -0.8779
50 H -2.5586 1.0913 2.3885  0.3491
51 H -1.4537 0.9763 1.0582  0.4682
52 H -3.1546 2.8909 3.2144  0.3615
53 H -3.3303 4.4474 2.4527  0.3974
54 C 1.3218 3.3883 2.2144  -0.6122
55 C 2.2558 3.5593 1.0258  -0.0833
56 C 3.6872 3.2389 1.4261  -0.0629
57 O 4.6061 3.5195 0.3967  -0.5383
58 C 5.8565 2.9361 0.6221  -0.2428
59 N 1.7778 2.5987 0.0339  -0.7977
60 H 1.6295 2.4783 2.7486  0.1833
61 H 0.2631 3.2832 1.9851  0.2510
62 H 1.3494 4.1566 2.9978  0.1892
63 H 2.2187 4.5890 0.6576  0.1820
64 H 3.7683 2.2057 1.8016  0.1546
65 H 3.9443 3.7667 2.3693  0.1394
66 H 5.9244 1.8853 0.3103  0.1621
67 H 6.1895 2.9170 1.6691  0.1580
68 H 6.5699 3.5492 0.0688  0.1793
69 H 1.5113 1.7399 0.5105  0.3589
70 H 2.4973 2.2475 -0.5922  0.3677

Cartesian forces, eV/Å:
0.342 2.193 -0.004
-0.910 -1.658 0.371
0.160 -0.487 0.158
0.520 -0.855 0.327
0.098 0.124 -0.403
0.300 0.583 0.469
0.253 -0.484 -0.302
0.086 0.034 -0.335
-0.486 0.624 -0.253
-0.005 0.014 0.139
-0.024 -0.019 -0.065
-0.201 -0.459 0.043
0.300 -0.412 0.131
1.039 1.089 0.357
-0.045 -0.284 -0.338
-1.261 -0.487 0.770
0.260 -1.232 -0.436
0.005 0.081 -0.078
0.347 -0.189 -0.388
0.188 -0.250 0.079
0.182 0.745 0.159
0.719 -1.928 -1.139
-0.886 0.891 0.158
-0.067 0.451 0.633
0.851 0.141 0.229
-0.109 -0.022 -0.178
0.021 0.051 0.000
0.027 0.406 0.369
-0.504 0.411 -0.109
-1.821 0.791 1.723
0.809 -0.297 -1.082
0.938 -0.358 -0.438
0.541 -0.089 -0.344
-0.256 0.021 -0.181
-0.195 0.044 0.113
0.089 -0.033 0.183
-0.083 0.217 -0.021
-0.360 1.032 1.096
0.120 -0.795 -0.099
0.441 -0.023 0.688
-1.144 -0.120 -1.493
-0.120 0.045 -0.583
-0.036 -0.169 0.018
-0.464 -0.063 0.037
0.385 0.387 0.427
0.383 0.428 -1.116
-0.045 0.390 0.306
0.152 -0.409 0.635
0.011 -1.315 0.518
-0.025 -0.133 0.106
-0.173 0.423 -0.894
-0.246 0.590 0.404
0.082 0.090 -0.395
0.168 -0.005 1.387
-0.188 -1.010 -0.217
-0.140 0.187 1.673
-0.151 -0.212 0.315
0.600 0.055 -0.065
0.333 -0.005 -0.031
-0.186 -0.129 -0.127
0.144 -0.072 -0.630
0.379 0.277 -0.326
-0.023 -0.073 -0.240
-0.212 -0.291 -0.738
0.227 0.579 -0.393
-0.251 0.060 -0.300
-0.330 0.379 0.119
0.154 -0.262 -0.084
-0.641 0.146 -0.101
-0.065 0.648 -0.212

HOMO energy ... -0.1240 Eh
Charge ... -1

---

# 4
Computed, not measured: a 9-piece molecular cluster, C11H39BrN15O8 overall, with ωB97M-V/def2-TZVPD.

Last column: Löwdin charge in e.
Geometry (Å):
1 Br 0.0653 0.6051 0.9666  -0.8414
2 C 0.8757 5.7251 -0.2736  -0.8246
3 O 0.5981 6.9277 -0.3974  -0.0038
4 N 0.6610 4.8570 -1.1378  0.1651
5 N 1.1470 5.0950 0.8108  0.1617
6 H 0.7025 3.8665 -0.9446  0.1093
7 H 0.0300 5.1678 -1.8626  0.1278
8 H 1.2654 4.0948 0.8859  0.0944
9 H 1.1242 5.5564 1.7090  0.1166
10 C 3.3984 -3.8102 2.5472  -0.7383
11 O 2.3893 -4.5453 2.4610  0.0083
12 N 4.5749 -4.1670 2.9298  0.1492
13 N 3.3409 -2.4810 2.3822  0.1526
14 H 5.1578 -3.3537 3.0674  0.0985
15 H 4.8244 -5.1243 3.1331  0.1247
16 H 4.2409 -2.0584 2.5602  0.0836
17 H 2.5954 -1.9344 1.9753  0.1004
18 C -0.2359 -4.5780 -1.8117  -0.8105
19 O -0.4041 -5.0362 -0.6846  0.0410
20 N -0.5444 -5.2855 -2.7954  0.1455
21 N 0.2624 -3.4210 -2.2099  0.1669
22 H -0.5191 -4.9482 -3.7471  0.1127
23 H -0.9974 -6.1418 -2.5097  0.1303
24 H 0.3893 -2.6712 -1.5453  0.1108
25 H 0.0494 -3.1589 -3.1618  0.0956
26 C 2.0499 2.2386 6.8416  -0.7731
27 O 2.3229 1.0759 7.1597  0.0106
28 N 2.4630 3.2914 7.4625  0.1479
29 N 1.3738 2.6334 5.7894  0.1572
30 H 2.0471 4.1863 7.2473  0.1138
31 H 3.1401 3.0960 8.1860  0.1223
32 H 0.9510 1.9663 5.1599  0.1171
33 H 1.3950 3.5571 5.3815  0.1088
34 C -3.6518 1.3645 -2.7208  -0.7440
35 O -4.3898 1.6894 -3.7121  -0.0600
36 N -3.5210 0.1846 -2.2417  0.1718
37 N -2.9210 2.2500 -2.0606  0.1589
38 H -2.9726 0.0354 -1.4067  0.1015
39 H -3.8238 -0.6442 -2.7331  0.1258
40 H -2.9431 3.2314 -2.2981  0.1133
41 H -2.4100 1.8869 -1.2686  0.0737
42 C -4.4651 -3.3920 1.7227  -0.8142
43 O -3.7932 -4.3964 1.8327  0.0479
44 N -4.0606 -2.2438 1.4016  0.1819
45 N -5.7807 -3.4588 1.8841  0.1367
46 H -4.6801 -1.5004 1.6907  0.1112
47 H -3.1146 -1.9836 1.1620  0.1281
48 H -6.2456 -4.3457 2.0164  0.1095
49 H -6.3207 -2.6129 1.7710  0.0913
50 C -0.3978 -2.8604 5.9677  -0.7812
51 O -0.7071 -3.7451 5.2019  0.0475
52 N -0.6405 -2.8398 7.2590  0.1436
53 N 0.3188 -1.8187 5.5788  0.1647
54 H -1.0270 -3.6887 7.6463  0.1113
55 H -0.1519 -2.1717 7.8378  0.0998
56 H 0.6160 -1.7235 4.6182  0.1171
57 H 0.4109 -1.0940 6.2763  0.0850
58 C 1.3264 0.8183 -4.5184  -0.0409
59 C 0.4562 1.3416 -5.7143  -0.4113
60 C 1.2677 1.6684 -7.0533  -0.1405
61 O 2.2978 2.6402 -6.6464  -0.2061
62 C 1.8126 3.9562 -6.4771  -0.1283
63 N -0.6816 0.4268 -5.9926  0.0315
64 H 1.9855 1.5887 -4.1180  0.0691
65 H 1.8953 -0.0240 -4.9121  0.0765
66 H 0.6482 0.6175 -3.6891  0.0671
67 H 0.1198 2.3374 -5.4257  0.0999
68 H 0.5049 2.0305 -7.7425  0.1050
69 H 1.7455 0.8510 -7.5933  0.1151
70 H 2.6735 4.4216 -5.9971  0.0939
71 H 0.8933 4.1267 -5.9168  0.0751
72 H 1.5883 4.3954 -7.4491  0.0800
73 H -1.2920 0.4768 -5.1895  0.0534
74 H -1.3036 0.9793 -6.5653  0.0585

Cartesian forces, eV/Å:
-0.093 0.263 -0.212
-1.713 5.156 2.219
0.763 -0.153 0.179
-1.757 -4.535 -8.214
2.332 -0.987 6.983
-0.175 0.218 -0.157
0.423 -0.350 -0.330
-0.189 0.168 -0.228
0.241 0.209 -0.405
-6.835 -1.298 -0.659
2.044 0.779 -0.234
4.078 -1.150 1.046
0.661 2.007 -0.197
0.899 -1.271 0.356
-0.077 0.519 0.047
-0.768 0.937 -0.479
-0.031 -0.451 0.104
0.468 0.977 5.374
0.492 1.049 0.438
-2.316 -5.042 -5.876
1.293 3.418 0.136
-0.166 -0.546 0.229
0.016 -0.003 -0.712
-0.015 -0.130 -0.036
0.231 0.340 0.402
0.476 -3.101 -0.555
-0.491 0.589 -0.171
2.116 2.731 3.245
-2.921 -0.503 -4.003
0.575 -0.165 0.577
-0.275 0.749 0.107
0.158 -0.195 0.236
0.264 -0.207 0.495
-2.755 3.748 -4.361
1.643 -0.955 1.891
0.203 -5.031 1.504
1.094 1.550 1.026
0.023 -0.190 -0.219
-0.182 0.449 0.076
-0.089 -0.432 0.198
0.345 0.798 0.036
0.220 -5.945 0.860
0.799 -0.772 -0.127
1.850 6.771 -1.428
-3.479 0.289 0.621
0.545 0.322 -0.406
-0.006 -0.475 0.460
0.362 0.373 0.067
-0.275 -0.570 -0.032
0.625 -1.134 -2.696
-0.748 -0.953 -0.076
-1.184 -0.397 3.381
1.094 2.219 -0.247
0.153 0.373 0.114
-0.235 -0.514 0.133
-0.199 0.102 0.297
0.553 0.359 -0.856
-0.797 0.680 -1.335
1.266 -0.199 -0.288
-0.140 0.334 2.305
-1.717 -1.302 -0.906
0.729 0.080 -0.503
0.171 0.971 0.110
0.200 -0.003 -0.437
-0.011 -0.241 0.649
0.060 -0.654 -0.059
-0.367 0.034 0.133
0.172 0.754 -0.251
0.246 -0.191 0.606
-0.401 0.629 -0.034
0.090 -0.537 0.547
0.307 0.264 -0.274
0.182 -0.587 0.930
-0.055 -0.042 -1.112

HOMO energy ... -0.2007 Eh
Charge ... -1

---

Number 1: orbital gap 9.74 eV. Number 2: orbital gap 8.12 eV. Number 3: orbital gap 5.67 eV. Number 4: orbital gap 7.48 eV.